# 1
23
Properties=species:S:1:pos:R:3 method="wB97M-V/def2-TZVPD" gap_ev=10.066 total_charge=+1 e_tot_ev=-13054.131 de_lowest_kj_mol=327.3 smiles=CO[N+]1(c2ccccc2)CC1
C -1.19956 1.15679 0.73156
H 2.70602 -1.96600 1.39374
H 0.86822 -2.33214 1.25768
C 1.85149 0.80950 -1.06869
C -3.29418 0.07703 0.03640
C -0.43105 0.27236 0.03716
H -4.28870 -0.05929 0.24278
H 2.25098 2.03725 0.75393
C -2.49127 -0.78664 -0.68044
H 1.03538 2.72778 -0.15601
H -0.57569 1.85784 1.22021
C -2.56623 0.97068 0.83807
O 1.54518 -0.35978 1.04028
H -0.58303 -1.47045 -1.34307
H 1.57417 0.95159 -2.11764
H 2.84739 0.46396 -1.08177
C 1.73778 -1.76520 0.86070
H -3.10478 -1.44515 -1.22819
H -2.96589 1.66216 1.56863
C -1.08363 -0.73262 -0.71846
H 1.82069 -2.15427 -0.16316
N 0.97632 0.46116 -0.01170
C 1.55496 1.81273 -0.04133

***

# 2
24
Properties=species:S:1:pos:R:3 method="wB97M-V/def2-TZVPD" gap_ev="6.085 / 6.936" total_charge=+1 e_tot_ev=-15099.528 de_lowest_kj_mol=135.8 spin_multiplicity=3
H -0.82803 0.42635 2.04697
O 0.90639 2.77666 2.11989
H -1.42247 0.87136 -3.90847
H 1.79194 -0.80178 0.18193
H 0.63403 -1.10145 2.42676
H 0.26471 3.51234 2.02545
H -0.62972 -1.83976 1.26938
H -1.84307 -1.54715 -0.58233
H -0.18543 2.94166 -2.40941
C -0.76617 0.36198 -0.07074
C 1.07468 2.09607 1.04879
C -1.28021 0.89237 -2.86382
H 0.69503 -1.82441 -0.44232
C 1.22586 -1.63486 0.44853
C -1.53426 -0.49897 -0.88366
O 0.41095 2.49268 -0.04241
N 0.19338 -1.22585 1.45514
C -0.69574 1.91630 -2.08775
C -0.35824 1.56856 -0.74395
C -1.71966 -0.25180 -2.22661
H 2.06260 1.72277 1.10987
H 1.76581 -2.55599 0.68385
H -2.25710 -0.91423 -2.79466
C -0.20278 0.19329 1.24728

***

# 3
22
Properties=species:S:1:pos:R:3 method="wB97M-V/def2-TZVPD" gap_ev="7.003 / 6.807" total_charge=+1 e_tot_ev=-18804.856
H 2.89665 -1.60754 -1.22306
H 1.18992 -2.09769 -1.56853
H -0.85410 0.09631 2.12722
C -0.53518 0.17336 -0.02186
H -3.06894 -0.20562 2.06493
P 1.30929 -0.05071 -0.09632
H 3.80113 2.37543 0.09087
C -2.61844 -0.13102 1.08692
H -0.73152 0.57076 -2.16896
H 2.17624 2.94626 -0.05802
C -2.64203 0.25658 -1.25013
C 1.65501 -1.58544 0.61925
H 0.82424 -2.33449 0.75915
C -1.26805 -0.01650 1.15504
C -1.20291 0.27482 -1.17490
H 2.56824 -1.91676 1.20428
H -4.44214 0.03446 0.00329
H 2.74502 2.23659 1.46488
C -3.38498 0.04082 -0.10207
C 2.85458 2.28738 0.40957
C 1.84810 -1.50560 -0.96694
H -3.12015 0.15858 -2.35460

***

# 4
22
Properties=species:S:1:pos:R:3 method="wB97M-V/def2-TZVPD" gap_ev=7.247 total_charge=0 e_tot_ev=-20354.518 de_lowest_kj_mol=591.3 smiles="C=[S@@]1(C)=CCC2=CCC=C21"
H -2.55239 -0.76912 -2.08729
C -1.22610 0.68910 0.10539
H 2.89311 -1.09127 1.73646
S 1.37817 0.20534 0.02242
H 1.60577 2.45532 0.63587
H -3.24272 0.98141 -0.55025
H 1.19971 -1.98522 1.73296
C 1.76980 -0.99970 1.83283
H -0.46065 1.82871 1.80997
C -0.82537 -1.40428 -0.75756
C -0.25141 -0.32685 -0.25150
H 1.95706 -0.96423 -1.94414
C 2.20103 -0.07605 -1.42341
H 3.18947 0.32798 -1.53689
H -1.06940 2.72043 0.21350
C 0.80838 1.84862 0.10355
C -0.54933 1.88840 0.68393
H -0.43460 -2.30397 -1.09719
H 1.41661 -0.35622 2.65057
C -2.44265 0.27703 -0.33770
C -2.30965 -1.03781 -0.93862
H -3.05485 -1.90762 -0.60287

***

# 5
22
Properties=species:S:1:pos:R:3 method="wB97M-V/def2-TZVPD" gap_ev=10.287 total_charge=0 e_tot_ev=-17403.936 de_lowest_kj_mol=76.7 smiles="C=C[Si@@H](C)c1ccccc1"
C -2.53044 0.13567 0.29815
H -2.25002 1.71927 -2.46514
C -1.24796 1.55941 -2.17403
H -1.62331 -1.15373 -1.94627
H -0.97087 2.48779 -1.69046
C 1.99854 0.40409 1.55107
H 1.16905 -1.85891 -1.50507
C 0.53789 -0.31063 -0.22257
H 3.18717 -2.41877 -0.04736
H -0.63931 1.57065 -3.07443
Si -1.16146 -0.06416 -1.07887
H 2.17433 1.04329 2.42562
C -2.45046 -0.51750 1.44773
H -3.21397 -0.44786 2.20229
H 3.75448 -0.80038 1.68345
H -3.22186 1.03915 0.32497
H -1.55184 -1.10336 1.65317
C 0.82988 0.56135 0.84279
H 0.16949 1.33827 1.20695
C 1.45658 -1.27375 -0.63202
C 2.93370 -0.52345 1.12058
C 2.65039 -1.38645 0.07944

***

# 6
25
Properties=species:S:1:pos:R:3 method="wB97M-V/def2-TZVPD" gap_ev=4.455 total_charge=-1 e_tot_ev=-19675.693 de_lowest_kj_mol=0.0
C 0.01882 0.97548 -1.89286
C -1.96902 1.04107 -0.62173
H -2.06367 -0.45348 2.79742
Al 0.52842 0.71953 0.11895
H -0.49082 2.81236 -0.52244
C -1.71421 -1.31488 2.28906
H 4.07925 0.41815 -0.81463
H -2.27131 -2.26796 2.48863
C -0.57158 -1.10760 1.46633
H 0.25996 0.96723 2.43017
H -0.61688 -0.89521 -3.00678
C 3.41475 0.74367 0.08091
C -0.81016 1.84698 -0.97078
C -0.80697 -0.16236 -2.22655
H 0.95965 1.25442 -2.39891
H 3.72778 0.18815 1.02632
C -1.96361 -0.13193 -1.42283
H -0.64728 -2.68404 -0.21639
N 0.09217 0.20089 1.63086
C -0.04200 -2.15035 0.47844
H -2.71582 1.28684 0.11400
H -2.75325 -0.84312 -1.46894
H 3.39642 1.88405 0.16905
O 2.08415 0.30623 -0.25859
H 0.87520 -2.63412 0.73130

***

What did the first record say?
23
Properties=species:S:1:pos:R:3 method="wB97M-V/def2-TZVPD" gap_ev=10.066 total_charge=+1 e_tot_ev=-13054.131 de_lowest_kj_mol=327.3 smiles=CO[N+]1(c2ccccc2)CC1
C -1.19956 1.15679 0.73156
H 2.70602 -1.96600 1.39374
H 0.86822 -2.33214 1.25768
C 1.85149 0.80950 -1.06869
C -3.29418 0.07703 0.03640
C -0.43105 0.27236 0.03716
H -4.28870 -0.05929 0.24278
H 2.25098 2.03725 0.75393
C -2.49127 -0.78664 -0.68044
H 1.03538 2.72778 -0.15601
H -0.57569 1.85784 1.22021
C -2.56623 0.97068 0.83807
O 1.54518 -0.35978 1.04028
H -0.58303 -1.47045 -1.34307
H 1.57417 0.95159 -2.11764
H 2.84739 0.46396 -1.08177
C 1.73778 -1.76520 0.86070
H -3.10478 -1.44515 -1.22819
H -2.96589 1.66216 1.56863
C -1.08363 -0.73262 -0.71846
H 1.82069 -2.15427 -0.16316
N 0.97632 0.46116 -0.01170
C 1.55496 1.81273 -0.04133